1.
{"formula": "C17H35N4O10", "method": "ωB97M-V/def2-TZVPD", "smiles": "NC[C@H]1O[C@H](O[C@@H]2[C@@H](O[C@@H]3O[C@H](CO)[C@@H](O)[C@@H]3O)[C@@H](O)[C@@H]([NH3+])C[C@H]2N)[C@@H](N)[C@@H](O)[C@H]1O", "relative_energy_ev": 0.0000, "total_charge": 1, "elements": ["N", "C", "C", "O", "C", "O", "C", "C", "O", "C", "O", "C", "C", "O", "C", "O", "C", "O", "C", "O", "C", "N", "C", "C", "N", "C", "N", "C", "O", "C", "O", "H", "H", "H", "H", "H", "H", "H", "H", "H", "H", "H", "H", "H", "H", "H", "H", "H", "H", "H", "H", "H", "H", "H", "H", "H", "H", "H", "H", "H", "H", "H", "H", "H", "H", "H"], "xyz": [[-0.35093, 2.91331, 1.14616], [0.80391, 3.30135, 0.34490], [1.70160, 2.08683, 0.09721], [1.01776, 1.17709, -0.77338], [1.70506, -0.03104, -0.95530], [1.83973, -0.74372, 0.24746], [0.75907, -1.59457, 0.57483], [-0.53446, -0.83629, 0.94504], [-1.62233, -1.75881, 0.88166], [-2.46386, -1.64561, -0.22624], [-1.73047, -1.40267, -1.40530], [-2.53220, -0.68378, -2.34326], [-1.80576, 0.59372, -2.80232], [-1.59128, 1.50138, -1.73975], [-3.88960, -0.40720, -1.64735], [-4.84492, -1.38763, -1.93908], [-3.53667, -0.52638, -0.16064], [-3.06520, 0.67357, 0.38301], [-0.50600, -0.16207, 2.33264], [-1.81349, 0.11570, 2.77276], [0.08748, -1.08128, 3.41363], [-0.94111, -2.13191, 3.62628], [1.40790, -1.71393, 2.99823], [1.24920, -2.51556, 1.70136], [0.29649, -3.61473, 1.92088], [3.09700, 0.18707, -1.57198], [2.92624, 0.70313, -2.92377], [3.89958, 1.21019, -0.73309], [5.10747, 1.53216, -1.36118], [3.05514, 2.47982, -0.51390], [2.92755, 3.19214, -1.71138], [-0.71182, 3.71535, 1.64902], [-1.10025, 2.58125, 0.54969], [1.39601, 4.02492, 0.90692], [0.54517, 3.74975, -0.62238], [1.88629, 1.57561, 1.05092], [1.08362, -0.60351, -1.66325], [0.50732, -2.20742, -0.30708], [-0.67325, -0.05364, 0.19815], [-2.98183, -2.61571, -0.28712], [-2.68963, -1.32703, -3.21869], [-0.85976, 0.31459, -3.27005], [-2.43072, 1.09520, -3.54822], [-0.65441, 1.48296, -1.47397], [-4.25580, 0.59993, -1.88024], [-5.20524, -1.25199, -2.82270], [-4.39646, -0.84571, 0.42965], [-2.56646, 1.14518, -0.32221], [0.07739, 0.76510, 2.25476], [-2.33467, 0.47853, 2.02913], [0.20511, -0.49208, 4.32750], [-0.96575, -2.49480, 4.57694], [-1.83291, -1.65611, 3.38866], [-0.67214, -2.90778, 2.88997], [2.14665, -0.93260, 2.82715], [1.77630, -2.36500, 3.79228], [2.23627, -2.88307, 1.39185], [-0.14351, -3.89685, 1.05179], [0.76622, -4.42122, 2.31988], [3.62980, -0.77684, -1.53850], [2.47493, 0.01718, -3.51967], [3.84652, 0.88550, -3.31568], [4.13467, 0.74603, 0.23116], [4.96917, 2.35697, -1.85233], [3.57841, 3.14601, 0.18056], [2.55037, 2.58576, -2.37540]], "forces_ev_per_angstrom": [[-0.186, 0.038, 0.066], [0.299, -0.545, -0.244], [0.411, 0.779, 0.175], [-0.197, 0.239, 0.034], [0.106, -0.388, -0.563], [0.141, 0.090, 0.191], [-0.416, -0.375, -0.063], [0.126, 0.479, -0.216], [0.394, -0.071, -0.002], [-0.879, -0.119, 0.069], [0.260, 0.051, 0.046], [-0.018, 0.466, -0.279], [-0.327, -0.584, -0.108], [0.103, 0.202, 0.331], [0.392, 0.425, 0.056], [-0.291, -0.354, -0.047], [-0.055, -0.723, -0.223], [0.265, 0.477, -0.015], [0.181, -0.311, -0.126], [-0.066, 0.302, 0.129], [0.255, 0.679, -0.041], [-0.512, 0.034, 0.040], [-0.181, -0.133, -0.206], [0.543, 0.442, -0.205], [0.104, -0.383, -0.340], [0.125, -0.103, 0.539], [-0.009, -0.056, -0.142], [-0.545, 0.046, 0.066], [0.299, 0.079, -0.285], [-0.077, -0.587, 0.424], [-0.121, 0.376, -0.362], [-0.071, -0.084, -0.032], [-0.027, 0.120, 0.065], [-0.017, 0.011, -0.058], [0.068, 0.029, 0.115], [-0.044, 0.118, -0.052], [0.057, 0.031, 0.171], [0.038, 0.073, 0.139], [0.003, -0.148, 0.184], [0.118, 0.176, -0.021], [-0.061, 0.126, 0.063], [0.028, 0.060, -0.022], [0.095, -0.101, -0.023], [0.038, -0.071, -0.079], [0.017, -0.063, 0.058], [0.054, -0.010, 0.076], [0.035, -0.019, -0.113], [-0.045, -0.061, 0.120], [0.024, -0.231, 0.054], [0.029, -0.036, -0.031], [-0.088, -0.132, -0.061], [0.008, 0.034, -0.120], [0.096, -0.310, 0.222], [-0.289, 0.022, 0.469], [0.044, 0.046, 0.099], [0.110, 0.021, 0.064], [-0.178, -0.004, 0.025], [0.025, -0.085, 0.018], [-0.015, 0.011, -0.070], [-0.129, 0.145, -0.018], [0.072, 0.040, -0.008], [-0.097, -0.054, -0.019], [-0.061, 0.088, -0.051], [0.015, -0.070, 0.091], [-0.053, -0.128, 0.036], [0.077, -0.018, 0.014]]}

***

2.
{"formula": "C5H10OS", "method": "ωB97M-V/def2-TZVPD", "smiles": "CS/C(C)=C\\CO", "relative_energy_ev": 3.1905, "elements": ["C", "S", "C", "C", "C", "C", "O", "H", "H", "H", "H", "H", "H", "H", "H", "H", "H"], "xyz": [[-0.76848, -1.64138, 0.83493], [-1.05509, -0.74993, -0.68614], [-0.43056, 0.85977, 0.04533], [-1.63773, 1.68363, 0.17691], [0.81654, 1.29978, 0.30980], [2.13077, 0.57015, -0.21816], [2.09897, -0.88167, 0.03665], [-1.59840, -1.44508, 1.42480], [0.15375, -1.51112, 1.54882], [-0.77687, -2.74863, 0.54024], [-2.03034, 2.04542, -0.83359], [-1.34459, 2.53240, 0.79288], [-2.45879, 0.99694, 0.78319], [1.11332, 2.15405, 0.93321], [2.14450, 0.87638, -1.40818], [3.08009, 0.90508, 0.26070], [1.14379, -1.38494, -0.24990]], "forces_ev_per_angstrom": [[1.968, -2.798, 0.673], [2.461, 1.191, 0.150], [0.357, 0.034, -1.128], [-2.204, -0.475, 1.652], [1.598, -1.972, -0.684], [-1.889, -0.728, -1.518], [-2.820, -0.581, -1.356], [-1.608, 0.063, 1.357], [-1.390, 0.266, -2.059], [-0.132, 1.395, 0.578], [0.345, -0.692, 1.437], [-0.539, 0.396, -0.008], [1.656, 2.129, -1.701], [-1.019, 0.086, -0.479], [0.273, -1.060, 2.749], [-0.946, -0.079, -0.340], [3.891, 2.826, 0.676]]}

***

Highest occupied orbital energy: -11.87 -8.84 (eV)
LUMO level: -7.1 0.8 (eV)
E: -1640.018391 -669.819190 (a.u.)